*A*
Density functional theory data (ωB97M-V/def2-TZVPD) for a 2-piece molecular cluster, CH5NO2S overall.

Each line ends with the natural charge from an NBO analysis.
CARTESIAN COORDINATES (ANGSTROEM)
C (1.265, -1.600, 1.307)  0.27
O (0.959, -0.674, 2.032)  -0.48
H (1.918, -1.528, 0.474)  0.11
H (0.970, -2.641, 1.468)  0.09
N (-1.367, -0.477, -1.174)  -1.05
S (-0.054, 0.484, -1.369)  0.70
O (0.186, 1.286, 0.045)  -0.89
H (-2.354, -0.218, -1.064)  0.38
H (-1.384, -1.410, -0.661)  0.37
H (-0.257, 2.155, 0.214)  0.49

Calculated values
HOMO level = -8.7 eV
SMILES = C=O.NSO
E_LUMO = 0.68 eV
HOMO-LUMO gap = 9.36 eV

***

*B*
Density functional theory data (ωB97M-V/def2-TZVPD) for CH5NO2S as an isolated structure.

Each line ends with the natural charge from an NBO analysis.
CARTESIAN COORDINATES (ANGSTROEM)
C (-0.747, -0.564, 0.273)  0.28
N (3.214, 1.558, -1.414)  -0.95
O (2.225, -0.022, 0.274)  -0.89
O (-0.966, 0.556, -0.096)  -0.51
S (3.110, 1.137, 0.030)  1.46
H (-4.428, -1.043, 0.997)  0.00
H (-1.518, -1.221, 0.548)  0.10
H (0.291, -0.947, 0.323)  0.13
H (2.570, 1.178, -2.043)  0.38
H (-3.751, -0.631, 1.109)  0.00

Calculated values
HOMO level = -10.0 eV
E_LUMO = -0.83 eV
HOMO-LUMO gap = 9.12 eV

***

*C*
Density functional theory data (ωB97M-V/def2-TZVPD) for a 2-piece molecular cluster, CH5NO2S overall.

Each line ends with the natural charge from an NBO analysis.
CARTESIAN COORDINATES (ANGSTROEM)
C (1.444, 1.140, -0.749)  -0.83
S (1.503, -0.444, 0.140)  0.51
O (0.646, -0.195, 1.477)  -0.87
H (2.315, 1.811, -0.321)  0.21
H (1.686, 1.091, -1.837)  0.24
H (0.542, 1.836, -0.668)  0.24
H (-0.285, -0.436, 1.462)  0.50
N (-2.570, -1.953, 0.423)  0.02
O (-2.137, -0.800, 0.649)  -0.27
H (-3.144, -2.049, -0.576)  0.26

Calculated values
HOMO level = -8.3 eV
SMILES = CSO.N=O
E_LUMO = -1.30 eV
HOMO-LUMO gap = 7.03 eV

***

*D*
Density functional theory data (ωB97M-V/def2-TZVPD) for a 2-piece molecular cluster, CH5NO2S overall.

Each line ends with the natural charge from an NBO analysis.
CARTESIAN COORDINATES (ANGSTROEM)
C (0.220, 0.349, -0.259)  -0.54
N (-0.234, -0.866, -0.866)  -0.02
O (1.463, -1.852, 0.375)  -0.52
O (0.345, -1.949, -0.602)  -0.03
S (-2.727, -0.097, 0.294)  -0.17
H (-0.423, 0.688, 0.576)  0.25
H (1.241, 0.423, 0.124)  0.23
H (-0.106, 1.132, -1.068)  0.22
H (1.741, -2.719, 0.674)  0.48
H (-2.682, 0.423, -0.930)  0.10

Calculated values
HOMO level (spin up / spin down) = -8.4 / -9.5 eV
E_LUMO (spin up / spin down) = -1.84 / 0.39 eV
HOMO-LUMO gap (spin up / spin down) = 6.51 / 9.85 eV

***

Quick one: most stable of them? *A*

***

*A*
Density functional theory data (ωB97M-V/def2-TZVPD) for a 2-piece molecular cluster, C3H9OS overall.

Each line ends with the natural charge from an NBO analysis.
CARTESIAN COORDINATES (ANGSTROEM)
C (0.845, 1.309, 1.251)  -0.62
C (0.222, 0.030, 1.793)  -0.41
C (-1.122, -0.308, 1.102)  -0.60
S (-0.752, -0.926, -0.573)  0.10
H (1.943, 1.166, 1.443)  0.22
H (0.591, 1.503, 0.209)  0.20
H (0.523, 2.309, 1.831)  0.20
H (0.119, 0.182, 2.857)  0.21
H (0.969, -0.823, 1.541)  0.21
H (-1.359, -1.210, 1.640)  0.25
H (-1.838, 0.646, 1.304)  0.23
H (1.028, 0.041, -1.842)  0.46
H (0.436, 1.029, -2.757)  0.46
O (1.244, 0.474, -2.742)  -0.92

Calculated values
multiplicity = 2
HOMO level (spin up / spin down) = -9.8 / -9.4 eV
<S²> = 0.753
E_LUMO (spin up / spin down) = 0.89 / -2.45 eV
HOMO-LUMO gap (spin up / spin down) = 10.65 / 6.93 eV

***

*B*
Density functional theory data (ωB97M-V/def2-TZVPD) for a 2-piece molecular cluster, C3H9OS overall.

Each line ends with the natural charge from an NBO analysis.
CARTESIAN COORDINATES (ANGSTROEM)
C (1.351, 1.384, 1.301)  -0.26
O (0.978, 0.028, 1.598)  -0.76
H (0.869, 1.594, 0.317)  0.18
H (1.095, 1.930, 2.189)  0.17
H (2.443, 1.467, 1.166)  0.18
C (-0.331, -1.820, -1.637)  -0.72
S (-1.217, -1.182, -0.138)  0.35
C (-1.364, 0.447, -0.164)  -0.79
H (-1.010, -2.608, -1.889)  0.23
H (0.579, -2.204, -1.151)  0.25
H (-0.410, -0.982, -2.417)  0.24
H (-1.818, 1.089, 0.658)  0.25
H (0.070, -0.125, 1.382)  0.47
H (-1.236, 0.980, -1.215)  0.21

Calculated values
multiplicity = 2
HOMO level (spin up / spin down) = -7.0 / -9.8 eV
<S²> = 0.755
E_LUMO (spin up / spin down) = 0.84 / 0.41 eV
HOMO-LUMO gap (spin up / spin down) = 7.83 / 10.19 eV

***

Quick one: most stable of them? *A*

***

*A*
Density functional theory data (ωB97M-V/def2-TZVPD) for C42H39F3HfN7O2P2S2 as an isolated structure.

Each line ends with the Mulliken charge.
CARTESIAN COORDINATES (ANGSTROEM)
Hf (-0.619, 1.222, 0.499)  1.74
C (-3.796, 4.692, -0.312)  -1.79
C (-3.072, 3.402, -0.098)  0.93
N (-1.804, 3.271, -0.241)  0.27
N (-1.082, 4.341, -0.724)  -0.70
C (-0.065, 4.034, -1.563)  -0.06
N (0.506, 5.041, -2.213)  -0.29
S (0.468, 2.439, -1.744)  -0.20
C (-3.776, 2.130, 0.179)  0.56
C (-5.126, 2.060, 0.430)  -1.09
C (-5.722, 0.807, 0.567)  -0.85
C (-4.947, -0.319, 0.401)  -1.42
C (-3.587, -0.161, 0.161)  -0.05
N (-3.003, 1.030, 0.079)  0.40
H (-3.589, 5.083, -1.312)  0.45
H (-3.481, 5.434, 0.427)  0.41
H (-4.870, 4.583, -0.233)  0.42
H (-1.510, 5.258, -0.739)  0.33
H (0.129, 5.977, -2.217)  0.22
H (1.269, 4.843, -2.841)  0.25
H (-5.722, 2.953, 0.534)  0.39
H (-6.779, 0.729, 0.783)  0.50
H (-5.369, -1.312, 0.464)  0.58
H (-2.946, -1.021, 0.040)  0.65
O (1.228, 0.169, 0.799)  0.44
P (2.201, -0.872, 0.230)  0.56
C (1.230, -2.216, -0.490)  -1.75
P (-0.149, -1.659, -1.525)  0.62
O (-0.725, -0.342, -0.981)  0.55
C (0.458, -1.477, -3.178)  1.04
C (1.080, -2.578, -3.779)  -0.82
C (1.551, -2.473, -5.074)  -0.85
C (1.395, -1.280, -5.774)  -0.58
C (0.758, -0.197, -5.186)  -0.97
C (0.283, -0.292, -3.885)  -0.37
C (-1.382, -2.936, -1.500)  0.98
C (-1.173, -4.194, -0.932)  -0.31
C (-2.170, -5.157, -1.005)  -0.83
C (-3.368, -4.868, -1.643)  -0.69
C (-3.576, -3.619, -2.221)  -0.72
C (-2.585, -2.655, -2.159)  -0.84
C (3.195, -1.566, 1.517)  0.82
C (3.282, -2.939, 1.750)  -0.50
C (4.121, -3.413, 2.749)  -0.85
C (4.862, -2.523, 3.510)  -0.59
C (4.778, -1.153, 3.280)  -0.79
C (3.952, -0.671, 2.281)  -0.54
C (3.245, -0.166, -1.012)  0.89
C (3.856, -0.984, -1.968)  -0.44
C (4.747, -0.433, -2.871)  -0.76
C (5.044, 0.925, -2.811)  -0.69
C (4.448, 1.735, -1.856)  -0.81
C (3.541, 1.196, -0.956)  -0.40
H (0.839, -2.780, 0.356)  0.66
H (1.866, -2.883, -1.074)  1.12
H (1.178, -3.523, -3.253)  0.42
H (2.028, -3.322, -5.546)  0.48
H (1.760, -1.203, -6.790)  0.47
H (0.623, 0.719, -5.745)  0.49
H (-0.231, 0.544, -3.431)  0.39
H (-0.237, -4.445, -0.450)  0.44
H (-2.007, -6.136, -0.574)  0.49
H (-4.139, -5.624, -1.705)  0.45
H (-4.503, -3.409, -2.738)  0.51
H (-2.739, -1.692, -2.634)  0.47
H (2.719, -3.649, 1.158)  0.39
H (4.198, -4.477, 2.928)  0.47
H (5.517, -2.897, 4.286)  0.43
H (5.368, -0.468, 3.873)  0.46
H (3.900, 0.395, 2.092)  0.36
H (3.654, -2.048, -2.010)  0.38
H (5.222, -1.062, -3.613)  0.52
H (5.750, 1.349, -3.513)  0.46
H (4.697, 2.788, -1.809)  0.50
H (3.068, 1.824, -0.210)  0.41
F (-1.958, 1.398, 5.793)  -0.21
C (-2.863, 0.542, 5.312)  0.59
F (-3.267, -0.239, 6.313)  -0.29
F (-3.916, 1.256, 4.893)  -0.21
C (-2.289, -0.281, 4.180)  -0.10
C (-2.256, -1.653, 4.265)  -0.49
C (-1.752, -2.408, 3.200)  -1.51
C (-1.286, -1.741, 2.102)  -0.51
N (-1.297, -0.398, 2.014)  0.26
C (-1.803, 0.339, 3.020)  0.67
S (-1.774, 2.042, 2.696)  -0.45
H (-2.630, -2.142, 5.154)  0.60
H (-1.735, -3.487, 3.235)  0.59
H (-0.930, -2.281, 1.237)  0.53
N (2.140, 4.326, 2.361)  -0.03
C (2.117, 3.295, 3.278)  -0.80
C (1.365, 2.328, 2.709)  -0.40
N (0.918, 2.753, 1.459)  0.60
C (1.414, 3.964, 1.296)  -0.74
H (2.614, 5.209, 2.474)  0.25
H (2.613, 3.350, 4.230)  0.45
H (1.117, 1.361, 3.107)  0.43
H (1.294, 4.591, 0.432)  0.52

Calculated values
HOMO level = -15.3 eV
E_LUMO = -8.30 eV
charge = +3
HOMO-LUMO gap = 7.05 eV

***

*B*
Density functional theory data (ωB97M-V/def2-TZVPD) for C42H39F3HfN7O2P2S2 as an isolated structure.

Each line ends with the Mulliken charge.
CARTESIAN COORDINATES (ANGSTROEM)
Hf (-0.169, 1.076, -0.745)  1.05
C (3.376, 4.127, -0.113)  -1.94
C (2.243, 3.294, -0.610)  0.84
N (1.226, 2.980, 0.108)  0.18
N (1.071, 3.552, 1.332)  -0.52
C (-0.215, 3.867, 1.710)  0.45
N (-0.336, 4.663, 2.766)  -0.29
S (-1.525, 3.254, 0.886)  -0.42
C (2.072, 2.990, -2.047)  0.55
C (3.050, 3.215, -3.001)  -0.90
C (2.707, 3.160, -4.346)  -0.71
C (1.394, 2.896, -4.693)  -1.06
C (0.487, 2.622, -3.680)  0.06
N (0.809, 2.649, -2.390)  0.29
H (3.059, 5.171, -0.010)  0.38
H (3.727, 3.772, 0.858)  0.51
H (4.222, 4.124, -0.792)  0.42
H (1.829, 4.118, 1.690)  0.27
H (0.443, 5.079, 3.252)  0.22
H (-1.265, 4.887, 3.086)  0.25
H (4.069, 3.441, -2.720)  0.36
H (3.453, 3.347, -5.106)  0.51
H (1.071, 2.893, -5.724)  0.52
H (-0.541, 2.379, -3.917)  0.38
O (-0.637, 0.594, 1.306)  1.00
P (-0.766, -0.416, 2.457)  1.34
C (0.194, -1.939, 2.040)  -1.76
P (0.968, -1.943, 0.382)  1.07
O (1.184, -0.490, -0.086)  -0.77
C (2.551, -2.746, 0.569)  0.59
C (2.586, -4.129, 0.754)  -0.63
C (3.801, -4.757, 0.970)  -0.72
C (4.971, -4.008, 1.004)  -0.60
C (4.935, -2.632, 0.821)  -0.78
C (3.723, -1.995, 0.604)  -0.38
C (-0.042, -2.985, -0.676)  0.71
C (-1.298, -3.446, -0.283)  -0.08
C (-2.005, -4.308, -1.105)  -0.77
C (-1.454, -4.729, -2.306)  -0.84
C (-0.187, -4.299, -2.686)  -0.81
C (0.523, -3.434, -1.872)  -0.58
C (-2.487, -0.777, 2.808)  0.65
C (-3.375, -0.955, 1.746)  -0.43
C (-4.702, -1.254, 2.001)  -1.06
C (-5.152, -1.365, 3.311)  -0.63
C (-4.278, -1.154, 4.367)  -0.79
C (-2.945, -0.862, 4.123)  -0.86
C (0.070, 0.150, 3.939)  0.21
C (0.211, -0.711, 5.030)  -0.59
C (0.866, -0.276, 6.169)  -0.85
C (1.390, 1.010, 6.220)  -0.78
C (1.268, 1.858, 5.129)  -0.49
C (0.607, 1.430, 3.988)  -0.14
H (-0.400, -2.843, 2.178)  0.69
H (1.023, -1.984, 2.747)  1.16
H (1.670, -4.708, 0.721)  0.47
H (3.838, -5.829, 1.107)  0.45
H (5.919, -4.502, 1.176)  0.43
H (5.851, -2.058, 0.851)  0.46
H (3.674, -0.922, 0.466)  0.15
H (-1.734, -3.141, 0.660)  0.16
H (-2.986, -4.652, -0.805)  0.52
H (-2.003, -5.413, -2.940)  0.48
H (0.255, -4.669, -3.602)  0.52
H (1.525, -3.118, -2.145)  0.67
H (-3.034, -0.848, 0.728)  0.51
H (-5.385, -1.396, 1.173)  0.55
H (-6.186, -1.614, 3.508)  0.44
H (-4.636, -1.211, 5.386)  0.46
H (-2.274, -0.687, 4.953)  0.53
H (-0.186, -1.720, 4.992)  0.56
H (0.976, -0.939, 7.016)  0.45
H (1.895, 1.347, 7.115)  0.44
H (1.693, 2.853, 5.172)  0.44
H (0.507, 2.071, 3.126)  -0.13
F (-3.699, -1.038, -4.039)  -0.21
C (-4.561, -0.364, -3.241)  0.54
F (-5.663, -0.126, -3.944)  -0.29
F (-4.882, -1.174, -2.219)  -0.16
C (-3.923, 0.923, -2.773)  -0.29
C (-4.493, 2.155, -3.022)  -0.48
C (-3.806, 3.310, -2.652)  -1.22
C (-2.568, 3.187, -2.073)  -0.43
N (-2.010, 1.993, -1.800)  0.79
C (-2.687, 0.870, -2.110)  0.38
S (-1.894, -0.575, -1.580)  -0.26
H (-5.462, 2.215, -3.502)  0.59
H (-4.232, 4.286, -2.831)  0.48
H (-1.984, 4.060, -1.810)  0.64
N (1.452, -1.232, -4.404)  0.16
C (2.636, -0.960, -3.768)  -1.30
C (2.304, -0.202, -2.691)  -0.51
N (0.932, -0.012, -2.663)  2.19
C (0.456, -0.672, -3.705)  -1.44
H (1.344, -1.797, -5.232)  0.25
H (3.591, -1.305, -4.125)  0.46
H (2.952, 0.196, -1.931)  0.50
H (-0.582, -0.745, -3.986)  0.59

Calculated values
HOMO level = -15.7 eV
E_LUMO = -8.41 eV
charge = +3
HOMO-LUMO gap = 7.31 eV

***

Quick one: most stable of them? *A*